{
  "formula": "C14H12CoNO4",
  "method": "wB97M-V/def2-TZVPD",
  "largest_force_ev_per_a": 3.3,
  "e_homo_ev": [-16.18, -16.19],
  "total_charge": 2,
  "gap_ev": [5.155, 5.162],
  "energy_ha": -2278.363982,
  "e_lumo_ev": [-11.0, -11.0],
  "species": ["Co", "C", "C", "C", "C", "C", "C", "C", "H", "H", "H", "H", "H", "H", "H", "H", "O", "C", "C", "C", "C", "C", "C", "C", "O", "N", "O", "O", "H", "H", "H", "H"],
  "coordinates": [[0.2877, 0.6130, 1.1506], [3.3366, -0.9706, 2.2760], [2.3279, 0.1294, 2.3932], [2.5451, 1.3833, 1.8055], [1.6483, 2.4360, 1.9855], [0.4621, 2.2437, 2.7029], [0.2175, 0.9959, 3.2960], [1.1429, -0.0502, 3.1376], [3.1989, -1.5319, 1.3477], [3.2494, -1.6767, 3.0988], [4.3472, -0.5654, 2.2500], [3.4650, 1.5544, 1.2589], [1.8747, 3.4145, 1.5801], [-0.2171, 3.0660, 2.8803], [-0.6433, 0.8599, 3.9344], [0.9799, -0.9850, 3.6548], [0.1278, 1.6931, -0.5031], [-0.4670, 1.4558, -1.5563], [-1.1316, 0.2051, -1.8679], [-1.7745, 0.0360, -3.0580], [-2.4083, -1.1887, -3.3164], [-2.4204, -2.2485, -2.4138], [-1.7732, -2.1001, -1.2119], [-1.1104, -0.8676, -0.9122], [-0.4946, -0.7361, 0.1940], [-3.1035, -1.3539, -4.6314], [-3.0630, -0.3942, -5.3797], [-3.6320, -2.4276, -4.8301], [-0.4896, 2.2433, -2.3151], [-1.8068, 0.8245, -3.8035], [-2.9301, -3.1658, -2.6730], [-1.7458, -2.8918, -0.4736]],
  "atomic_forces_ev_per_a": [[0.915, 0.671, -2.413], [-0.090, 0.029, -0.105], [-0.038, -0.669, 0.248], [-0.035, 0.214, -0.351], [-0.117, -0.019, -0.003], [-0.223, -0.078, 0.058], [0.068, -0.203, 0.391], [-0.364, -0.108, -0.086], [-0.043, 0.037, -0.019], [-0.014, 0.029, 0.024], [-0.001, 0.039, 0.030], [-0.087, -0.026, -0.150], [-0.090, -0.076, -0.210], [-0.093, -0.012, -0.179], [-0.162, -0.070, -0.103], [-0.099, -0.109, -0.097], [0.135, -0.143, 1.574], [-0.466, -0.704, -0.510], [0.413, 0.122, 1.158], [-0.752, -0.541, -1.151], [0.168, 0.541, -0.074], [-0.043, 0.195, -0.238], [0.601, 0.624, 0.486], [-0.724, -0.288, -1.538], [0.965, 0.555, 3.081], [-0.075, 0.045, -0.326], [-0.050, -0.595, 0.460], [0.288, 0.612, 0.135], [0.105, 0.043, 0.011], [-0.058, -0.136, -0.019], [-0.038, -0.010, -0.049], [0.004, 0.032, -0.033]]
}

{
  "formula": "C14H12FN3O3",
  "method": "wB97M-V/def2-TZVPD",
  "largest_force_ev_per_a": 1.5,
  "e_homo_ev": -9.03,
  "total_charge": 0,
  "gap_ev": 8.380,
  "energy_ha": -1030.498427,
  "de_lowest_ev": 0.041,
  "e_lumo_ev": -0.7,
  "species": ["O", "C", "N", "C", "C", "C", "C", "C", "F", "C", "C", "N", "C", "C", "C", "C", "C", "N", "O", "O", "C", "H", "H", "H", "H", "H", "H", "H", "H", "H", "H", "H", "H"],
  "coordinates": [[-0.5262, -3.4342, -0.8902], [-0.8171, -2.4593, -0.2369], [-0.0966, -1.9899, 0.8082], [1.3162, -2.2891, 0.9571], [2.1328, -1.1275, 0.4457], [2.6985, -0.2078, 1.3187], [3.3773, 0.8975, 0.8385], [3.4724, 1.0751, -0.5288], [4.1396, 2.1417, -1.0075], [2.9124, 0.1795, -1.4227], [2.2409, -0.9214, -0.9257], [-2.0245, -1.7893, -0.4613], [-2.3119, -0.4452, -0.3146], [-3.6493, -0.0288, -0.3281], [-3.9848, 1.3045, -0.1891], [-3.0015, 2.2658, -0.0293], [-1.6756, 1.8557, -0.0389], [-0.6246, 2.8320, 0.1159], [0.5051, 2.4175, 0.2763], [-0.9345, 4.0020, 0.0884], [-1.3175, 0.5249, -0.1936], [-0.4391, -1.1900, 1.3168], [1.5289, -2.4845, 2.0108], [1.5073, -3.1916, 0.3726], [2.6109, -0.3567, 2.3850], [3.8190, 1.6202, 1.5049], [3.0040, 0.3511, -2.4835], [1.7918, -1.6315, -1.6050], [-2.6998, -2.3394, -0.9743], [-4.4254, -0.7694, -0.4510], [-5.0231, 1.5967, -0.1995], [-3.2380, 3.3102, 0.0945], [-0.2676, 0.2814, -0.2537]],
  "atomic_forces_ev_per_a": [[0.200, -0.322, -0.298], [-0.456, 0.131, 0.238], [0.020, 0.061, 0.335], [0.071, 0.025, -0.140], [0.036, -0.112, 0.138], [-0.034, -0.143, -0.157], [0.109, 0.187, -0.227], [-0.023, -0.162, 0.135], [-0.048, -0.016, 0.024], [0.056, 0.171, 0.005], [0.051, 0.028, 0.120], [-0.190, -0.470, -0.225], [-0.128, 0.694, 0.112], [0.161, -0.066, 0.032], [0.141, -0.085, -0.046], [0.349, 0.200, 0.016], [-1.151, -0.907, -0.110], [0.473, 0.336, 0.105], [0.239, 0.002, 0.007], [-0.044, 0.329, -0.011], [0.084, 0.174, -0.045], [-0.048, -0.072, -0.096], [0.034, -0.050, -0.109], [0.004, 0.060, 0.173], [-0.001, -0.020, 0.127], [0.059, 0.106, 0.051], [0.038, 0.040, -0.103], [-0.037, -0.091, -0.103], [0.237, 0.014, 0.014], [-0.099, -0.097, 0.026], [-0.089, 0.026, 0.006], [-0.014, 0.041, 0.004], [0.001, -0.015, 0.007]]
}

{
  "formula": "C14H12MgN2O4Se",
  "method": "wB97M-V/def2-TZVPD",
  "largest_force_ev_per_a": 5.1,
  "e_homo_ev": -14.87,
  "total_charge": 2,
  "gap_ev": 6.781,
  "energy_ha": -3552.108612,
  "de_lowest_ev": 0.229,
  "e_lumo_ev": -8.1,
  "species": ["Mg", "C", "O", "C", "O", "C", "O", "C", "O", "C", "H", "H", "C", "H", "H", "C", "N", "C", "Se", "N", "C", "C", "C", "C", "C", "C", "H", "H", "H", "H", "H", "H", "H", "H"],
  "coordinates": [[-2.2440, -0.2368, -0.9741], [-0.9162, -0.3986, 1.4441], [-0.3542, -0.4404, 2.4475], [-3.5678, -0.8574, 0.9106], [-4.1640, -1.1751, 1.8358], [-1.5087, -2.5176, -0.6539], [-1.1988, -3.6319, -0.6036], [-2.3743, 1.8977, 0.1177], [-2.5671, 2.9395, 0.5770], [-4.4233, -0.0363, -4.4153], [-4.2372, 1.0206, -4.6575], [-3.8395, -0.7748, -4.9841], [-5.4633, -0.4024, -3.6629], [-5.7759, -1.4550, -3.5802], [-6.1698, 0.3376, -3.2551], [1.9953, -1.8449, -0.3445], [2.0249, -0.4103, -0.0392], [1.2695, 0.5661, -0.6427], [0.1184, 0.3897, -2.1148], [1.5540, 1.7341, 0.0363], [2.4985, 1.4924, 1.0476], [2.9306, 2.2784, 2.1088], [3.7401, 1.6733, 3.0749], [4.0345, 0.3010, 3.0203], [3.5358, -0.5113, 1.9884], [2.7983, 0.1422, 0.9999], [3.0357, -2.1918, -0.4415], [1.4400, -2.0110, -1.2839], [1.5136, -2.3831, 0.4887], [1.1442, 2.6433, -0.1612], [2.6378, 3.3221, 2.1303], [4.1647, 2.2712, 3.8875], [4.6679, -0.1415, 3.7908], [3.7003, -1.5889, 1.9081]],
  "atomic_forces_ev_per_a": [[1.242, 0.174, 0.183], [2.253, -0.083, 3.534], [-1.874, 0.152, -3.453], [-2.669, -1.139, 2.818], [2.116, 1.094, -3.091], [0.959, -5.010, -0.095], [-1.176, 4.863, -0.164], [-1.293, 4.402, 1.682], [1.010, -4.252, -1.853], [0.143, 0.120, -0.428], [0.009, -0.504, 0.281], [-0.179, 0.325, 0.425], [-0.537, -0.117, 0.036], [0.318, 0.512, 0.078], [0.507, -0.342, -0.076], [0.108, 0.042, -0.077], [-0.732, 0.751, -0.785], [1.287, 0.255, 2.112], [-0.712, -0.099, 0.032], [-0.063, -0.976, -0.475], [-0.540, -0.060, 0.257], [0.370, 0.140, 0.033], [-0.186, 0.353, -0.329], [-0.076, -0.675, -0.564], [0.288, 0.465, 0.106], [-0.666, -0.621, -0.066], [-0.473, 0.020, -0.082], [0.397, 0.120, 0.455], [0.200, 0.157, -0.294], [0.182, -0.393, -0.209], [0.227, -0.013, 0.268], [-0.305, -0.216, -0.327], [-0.261, 0.129, -0.224], [0.125, 0.426, 0.295]]
}